C3H6N2O2 | ωB97M-V with the def2-TZVPD basis set

```
13
Properties=species:S:1:pos:R:3
O -1.9876 -0.9651 -0.5021
O -3.8790 -0.4095 0.4615
N -1.1157 1.4898 -0.0509
N -2.7646 -0.1723 0.0820
C -0.4164 0.4761 -0.5521
C 0.4704 -0.2500 0.3436
C 1.0689 -1.4396 0.2128
H 1.6174 -1.8644 1.0186
H -0.0806 0.5296 -1.5562
H -1.3123 2.2335 -0.6792
H 1.0297 0.3299 1.1139
H 0.8059 -2.0664 -0.5239
H -1.9607 1.2652 0.6137
```

Computed properties:
E_HOMO (spin up / spin down)   -8.45 / -8.45 eV
Charge   0
Lowest unoccupied orbital energy (spin up / spin down)   -0.2743 / -0.2746 eV
Multiplicity   1
Energy relative to the best compared isomer or geometry (same formula, charge and spin)   7.066 eV